312
Properties=species:S:1:pos:R:3 method="wB97M-V/def2-TZVPD" e_lumo_ev=-4.85 e_tot_ha=-12448.53821 total_charge=+3 molar_mass_g_mol=2532.8 max_force_ev_per_a=7.40
C -32.475 6.114 20.376
C -31.285 5.902 21.243
C -30.501 7.185 21.657
N -29.323 6.877 22.652
C -28.353 5.851 21.982
C -29.930 6.426 24.080
C -28.924 7.045 25.019
C -28.760 8.474 24.501
C -28.472 8.156 23.004
H -33.016 5.348 19.821
H -32.265 6.891 19.641
H -33.266 6.558 20.981
H -30.604 5.250 20.696
H -31.586 5.452 22.189
H -31.065 7.992 22.125
H -30.022 7.554 20.750
H -27.436 5.729 22.559
H -28.075 6.154 20.972
H -28.786 4.851 21.990
H -30.095 5.351 24.153
H -30.861 6.991 24.130
H -27.980 6.502 24.971
H -29.298 7.037 26.042
H -27.899 8.999 24.914
H -29.637 9.106 24.639
H -27.386 8.132 22.914
H -28.856 8.985 22.410
C -25.107 17.951 24.880
C -24.215 16.759 24.536
C -24.820 15.430 24.917
C -24.695 15.317 26.471
N -25.175 13.961 26.932
C -25.164 14.065 28.434
C -24.862 12.683 28.922
C -23.868 12.167 27.918
C -24.165 12.834 26.599
C -26.558 13.635 26.377
H -26.025 17.887 24.295
H -24.656 18.823 24.407
H -25.282 18.023 25.953
H -23.210 16.889 24.937
H -24.031 16.698 23.463
H -24.250 14.597 24.505
H -25.827 15.396 24.501
H -25.370 15.972 27.022
H -23.678 15.589 26.755
H -26.120 14.357 28.869
H -24.524 14.819 28.893
H -25.811 12.148 28.904
H -24.482 12.595 29.940
H -23.872 11.077 27.891
H -22.855 12.383 28.257
H -24.682 12.116 25.963
H -23.227 13.041 26.084
H -26.908 12.708 26.832
H -26.531 13.568 25.289
H -27.180 14.525 26.471
C -25.723 12.133 22.679
C -25.302 10.725 23.086
C -23.785 10.424 23.326
C -22.835 10.683 22.043
N -21.280 10.382 22.192
C -20.599 10.625 20.813
C -20.788 9.416 20.020
C -20.691 8.241 21.035
C -21.175 8.841 22.373
C -20.574 11.163 23.323
H -26.806 12.253 22.670
H -25.486 12.417 21.653
H -25.277 12.904 23.308
H -25.713 10.004 22.379
H -25.804 10.442 24.012
H -23.569 9.490 23.844
H -23.530 11.202 24.046
H -22.854 11.719 21.705
H -23.059 9.988 21.234
H -19.514 10.697 20.886
H -20.984 11.539 20.361
H -20.119 9.272 19.173
H -21.777 9.266 19.585
H -19.693 7.805 21.089
H -21.399 7.476 20.716
H -20.423 8.692 23.148
H -22.159 8.453 22.637
H -20.885 12.184 23.101
H -19.495 11.118 23.176
H -20.870 10.896 24.337
C -19.969 11.201 16.060
C -20.990 12.394 15.829
C -22.534 12.035 15.870
C -23.062 11.552 17.261
N -24.633 11.558 17.389
C -25.271 12.943 17.108
C -26.579 12.856 17.917
C -26.664 11.616 18.731
C -25.195 11.233 18.810
C -25.134 10.421 16.331
H -20.306 10.322 15.512
H -20.070 11.012 17.129
H -18.947 11.473 15.792
H -20.792 12.913 14.890
H -20.752 13.170 16.557
H -22.626 11.286 15.083
H -23.108 12.916 15.585
H -22.729 12.211 18.064
H -22.682 10.558 17.497
H -25.474 13.075 16.045
H -24.545 13.643 17.522
H -27.509 13.061 17.387
H -26.545 13.618 18.695
H -27.285 10.820 18.318
H -27.035 11.789 19.741
H -25.144 10.174 19.067
H -24.702 11.795 19.603
H -26.170 10.183 16.574
H -24.553 9.513 16.491
H -24.993 10.715 15.291
C -15.676 14.922 15.751
C -17.075 14.963 16.326
C -17.222 14.119 17.639
C -16.513 14.813 18.812
N -16.054 13.861 20.001
C -17.272 13.090 20.530
C -16.901 12.792 21.934
C -15.725 13.614 22.356
C -15.576 14.670 21.200
C -14.896 12.994 19.425
H -15.455 15.801 15.146
H -15.555 14.087 15.062
H -14.822 14.930 16.429
H -17.790 14.610 15.583
H -17.388 15.986 16.537
H -16.964 13.071 17.488
H -18.241 14.052 18.020
H -17.168 15.540 19.293
H -15.659 15.454 18.592
H -17.476 12.232 19.890
H -18.124 13.771 20.551
H -16.632 11.737 21.914
H -17.686 12.931 22.678
H -14.876 12.964 22.568
H -15.832 14.277 23.215
H -14.599 15.120 21.022
H -16.250 15.508 21.376
H -14.546 12.334 20.218
H -14.116 13.669 19.072
H -15.164 12.371 18.571
C -27.428 15.436 21.082
C -27.397 16.431 22.299
C -28.313 17.655 22.247
C -27.849 18.707 21.182
N -28.834 19.902 20.918
C -30.020 19.532 20.099
C -30.478 20.806 19.265
C -29.194 21.599 19.046
C -28.168 20.917 20.005
C -29.372 20.632 22.182
H -27.429 15.881 20.087
H -28.315 14.803 21.082
H -26.682 14.643 21.136
H -26.405 16.879 22.365
H -27.621 15.861 23.200
H -28.424 18.196 23.186
H -29.248 17.184 21.941
H -27.647 18.272 20.204
H -26.964 19.118 21.669
H -30.843 19.072 20.645
H -29.740 18.690 19.465
H -31.166 21.406 19.860
H -31.004 20.487 18.366
H -29.451 22.638 19.256
H -28.797 21.529 18.034
H -27.670 21.598 20.695
H -27.473 20.351 19.385
H -28.519 21.118 22.655
H -29.774 19.802 22.762
H -30.138 21.380 21.978
C -19.729 2.893 17.229
C -19.692 3.436 18.682
N -18.696 4.595 18.865
C -19.016 5.142 20.297
C -17.198 4.216 18.694
C -16.790 2.992 19.535
C -18.911 5.857 17.945
C -20.308 6.478 17.767
O -21.319 5.607 17.436
C -22.238 5.971 16.418
H -18.968 2.183 16.904
H -19.788 3.657 16.454
H -20.700 2.439 17.031
H -19.474 2.699 19.456
H -20.621 3.946 18.935
H -20.078 5.324 20.463
H -18.544 6.092 20.550
H -18.650 4.394 21.000
H -16.728 5.094 19.137
H -16.980 4.198 17.626
H -17.207 2.962 20.541
H -15.703 2.964 19.599
H -17.018 2.099 18.953
H -18.679 5.472 16.952
H -18.157 6.545 18.327
H -20.257 7.414 17.212
H -20.487 6.843 18.778
H -21.679 6.093 15.490
H -22.851 6.824 16.709
H -22.867 5.149 16.076
C -19.800 12.890 27.491
C -19.102 11.652 26.924
N -18.220 10.864 27.903
C -17.019 11.786 28.169
C -19.001 10.563 29.226
C -18.410 9.599 30.237
C -17.735 9.568 27.262
C -17.186 9.651 25.832
O -16.242 10.655 25.763
C -15.498 10.657 24.584
H -20.337 12.678 28.415
H -20.569 13.257 26.812
H -19.072 13.695 27.591
H -18.542 11.828 26.006
H -19.935 10.982 26.709
H -16.240 11.077 28.450
H -17.349 12.540 28.884
H -16.776 12.416 27.314
H -20.013 10.238 28.985
H -19.079 11.464 29.834
H -18.784 9.544 31.260
H -17.342 9.811 30.208
H -18.555 8.581 29.873
H -18.642 8.964 27.229
H -16.960 9.121 27.884
H -17.913 9.902 25.060
H -16.795 8.692 25.493
H -14.754 9.862 24.543
H -14.984 11.613 24.478
H -16.179 10.311 23.807
C -18.943 6.349 23.855
F -20.051 6.085 23.131
F -18.067 5.355 23.774
F -18.320 7.450 23.417
S -19.418 6.602 25.692
O -20.203 5.381 26.003
O -18.106 6.638 26.388
N -20.271 8.144 25.744
S -21.696 7.982 26.112
O -22.286 9.289 26.077
O -22.413 7.024 25.250
C -21.706 7.428 27.978
F -20.481 7.099 28.329
F -22.111 8.534 28.659
F -22.494 6.371 28.164
C -15.379 7.392 21.551
F -14.059 7.167 21.359
F -16.033 6.257 21.405
F -15.521 7.797 22.805
S -16.164 8.837 20.441
O -17.496 9.130 20.907
O -15.180 9.918 20.480
N -16.259 8.034 18.891
S -16.165 9.231 17.897
O -16.884 10.448 18.255
O -14.825 9.541 17.402
C -17.107 8.509 16.305
F -16.747 9.175 15.231
F -16.855 7.201 16.122
F -18.410 8.718 16.411
C -30.189 12.927 22.987
F -29.901 14.179 22.588
F -29.207 12.334 23.569
F -31.136 12.990 23.913
S -30.685 11.852 21.478
O -29.801 12.193 20.385
O -30.600 10.446 21.928
N -32.260 12.479 21.332
S -33.211 11.304 21.693
O -33.055 10.232 20.665
O -33.202 10.855 23.076
C -35.067 12.021 21.459
F -35.304 12.692 20.347
F -35.821 10.952 21.424
F -35.337 12.773 22.564
C -23.642 5.656 21.053
F -24.353 4.577 21.379
F -22.806 6.165 21.981
F -22.835 5.166 20.079
S -24.897 7.111 20.500
O -25.570 7.586 21.682
O -24.079 8.144 19.868
N -25.994 6.181 19.506
S -26.303 7.135 18.395
O -26.784 8.446 18.799
O -25.281 7.184 17.339
C -27.808 6.277 17.663
F -27.470 5.196 16.980
F -28.757 5.951 18.615
F -28.430 7.197 16.880
C -23.221 14.816 20.638
F -23.356 14.545 21.954
F -23.832 13.998 19.763
F -23.643 16.068 20.497
S -21.326 14.915 20.080
O -21.167 13.991 19.019
O -21.077 16.305 19.677
N -20.468 14.407 21.493
S -20.250 15.596 22.385
O -18.877 16.100 22.158
O -21.270 16.610 22.437
C -20.323 14.893 24.220
F -19.211 14.110 24.492
F -20.244 15.985 24.985
F -21.411 14.210 24.480